ORCA calculation (the ωB97M-V functional and the def2-TZVPD basis) on a molecular structure, C41H93CaN4O7.

Geometry as XYZ:
```
146
Properties=species:S:1:pos:R:3:forces:R:3:mulliken_charge:R:1
Ca 16.68077 4.45924 9.49664 -1.207 0.492 -1.209 0.759
O 13.76076 6.49580 7.36053 0.830 -0.452 -0.476 -0.556
C 14.83757 5.97351 7.96373 0.401 -0.782 1.392 0.497
O 15.53496 5.09739 7.38913 0.360 -0.654 -0.933 -0.721
O 15.10512 6.26713 9.15461 -0.147 0.498 0.617 -0.325
H 13.80366 6.05701 6.48752 -0.459 0.426 0.148 0.411
C 13.42834 7.95943 14.18228 0.270 0.771 -0.100 -0.530
C 13.92725 8.46894 12.81667 -0.269 -0.207 -0.080 -0.094
C 13.89357 7.18523 11.94359 0.873 0.146 0.974 1.796
O 13.50940 6.10522 12.80411 -0.423 -0.108 -0.079 -0.388
C 13.78022 6.49929 14.13900 0.044 -0.221 0.209 -0.716
H 12.34903 8.08461 14.26883 0.069 -0.174 0.103 0.200
H 13.90080 8.47781 15.01802 -0.064 0.028 -0.027 0.463
H 14.93322 8.87609 12.91914 0.105 -0.172 -0.117 0.432
H 13.32840 9.25997 12.36474 -0.122 -0.017 0.215 -0.443
H 14.92239 6.99029 11.62585 -0.092 -0.033 -0.493 -0.393
H 13.21957 7.22769 11.09393 0.067 -0.068 -0.046 -1.013
H 14.83101 6.28518 14.37745 0.113 0.280 -0.004 0.162
H 13.18814 5.94500 14.86905 -0.147 -0.323 -0.383 0.509
C 17.22291 6.39422 4.14379 -1.058 -0.436 0.300 0.746
C 18.45650 7.28164 4.29174 0.178 0.002 0.283 -0.576
C 17.86666 8.62518 4.75630 0.259 -0.250 -0.297 -0.084
O 16.56408 8.66378 4.21238 0.027 0.121 -0.156 -0.531
C 16.03029 7.35056 4.35880 0.573 0.576 -0.121 0.105
H 17.09596 5.59344 4.87858 0.480 -0.009 0.091 -0.696
H 17.12592 5.90372 3.17644 0.264 0.185 -0.126 0.365
H 18.98847 7.36948 3.34675 -0.054 0.127 -0.028 0.295
H 19.16587 6.90372 5.03010 0.033 -0.047 -0.084 0.149
H 18.43000 9.48773 4.40763 -0.101 0.050 -0.107 0.489
H 17.85980 8.66947 5.85488 -0.253 -0.038 0.086 -0.214
H 15.26100 7.19818 3.60542 -0.210 0.163 0.173 0.433
H 15.62742 7.31164 5.37714 -0.152 -0.452 -0.027 -0.349
C 16.20110 0.56589 7.13844 -0.395 -1.199 -0.521 -0.449
C 16.58762 -0.14237 8.44818 0.407 0.485 0.408 -0.705
C 16.44941 0.97370 9.51664 0.435 -0.850 -0.049 -0.682
O 16.49413 2.20271 8.77337 -0.024 0.718 0.315 0.597
C 15.77939 1.94785 7.54253 -0.559 -0.110 -0.426 0.514
H 15.38714 0.06964 6.60600 -0.132 0.036 0.207 0.328
H 17.01649 0.51323 6.41550 0.181 0.455 0.183 0.293
H 17.63395 -0.44386 8.39547 -0.016 -0.043 0.045 0.207
H 16.02474 -1.03563 8.70692 -0.246 0.130 -0.106 0.380
H 17.29731 0.95876 10.20272 -0.015 0.165 -0.003 0.389
H 15.53897 0.88975 10.11492 -0.165 0.144 -0.274 0.067
H 15.96640 2.68103 6.76196 0.235 0.306 0.399 -0.321
H 14.71063 1.98414 7.77390 -0.014 -0.032 -0.035 -0.422
C 15.21445 11.04378 10.00074 -0.250 -0.409 -0.463 -0.676
C 15.07530 9.66355 9.37972 1.075 -1.583 -0.013 1.974
C 15.04189 9.87899 7.88529 -0.236 1.063 -0.150 -0.209
O 14.36634 11.14508 7.74911 0.082 -0.560 -0.198 -0.500
C 14.53145 11.92900 8.93791 0.435 -0.349 0.022 -0.205
H 16.27262 11.28169 10.10675 -0.032 0.164 -0.002 0.356
H 14.75769 11.07132 10.98813 -0.097 0.233 -0.012 0.261
H 14.22036 9.07094 9.70808 -0.125 0.336 0.014 -1.491
H 15.94857 9.02778 9.58142 -0.130 0.046 0.325 0.063
H 14.52786 9.10707 7.31239 -0.384 0.113 0.158 0.090
H 16.03800 9.94582 7.42552 0.155 0.155 0.250 0.056
H 13.52653 12.21551 9.24186 0.381 0.508 0.070 -0.087
H 15.19405 12.76064 8.69953 -0.380 0.356 0.040 0.433
C 13.11841 0.67831 2.32573 1.028 0.014 -0.464 -1.289
C 13.95208 0.58014 3.60592 -0.738 0.573 0.736 -0.987
N 14.04016 1.85255 4.34989 0.819 -0.245 0.482 0.814
C 14.71243 2.90006 3.61072 0.605 0.756 -0.301 -0.302
C 16.15965 2.61710 3.23060 -0.028 -1.465 0.089 -1.191
C 12.79937 2.36823 4.93674 0.804 -0.301 0.066 -0.083
C 12.14410 1.42733 5.94007 -0.650 -0.133 -0.453 -1.365
H 12.23341 1.30170 2.42055 -0.232 -0.276 0.227 0.253
H 12.88676 -0.30913 1.92897 -0.268 0.030 0.103 0.403
H 13.72767 1.16544 1.55758 -0.071 -0.023 -0.059 0.287
H 13.52719 -0.14056 4.30624 -0.104 -0.084 -0.134 0.495
H 14.96776 0.22754 3.43259 0.001 0.041 -0.282 0.552
H 14.78247 3.81606 4.20915 -0.553 -0.119 0.207 -0.026
H 14.18169 3.16232 2.68180 -0.153 0.137 0.084 0.419
H 16.18453 1.83475 2.46545 0.205 0.305 -0.246 0.385
H 16.70376 2.15711 4.06485 -0.052 0.289 0.176 0.071
H 16.70512 3.49515 2.89720 -0.151 0.070 -0.127 0.350
H 13.12669 3.25600 5.48435 -0.291 0.216 -0.127 -0.176
H 12.13882 2.67036 4.11509 -0.472 0.083 0.330 0.485
H 12.71902 1.25570 6.85008 0.275 0.070 -0.141 0.143
H 11.17807 1.82924 6.25264 0.056 0.135 0.001 0.402
H 11.91139 0.46128 5.48903 0.078 -0.033 0.060 0.461
C 11.43018 4.06769 8.89276 -0.084 0.150 -0.075 -0.999
C 12.40682 4.06155 10.07410 0.137 0.548 -0.638 1.932
N 11.89453 3.60270 11.34492 0.436 0.301 0.608 0.684
C 11.54392 2.18596 11.44492 0.028 0.594 -1.235 -0.518
C 12.58939 1.30394 10.77731 -0.105 -0.101 0.329 -0.963
C 10.81536 4.47648 11.80828 0.354 -0.117 0.501 0.096
C 10.57591 4.35438 13.30304 -0.091 -0.178 0.283 -1.519
H 11.91786 4.32457 7.94850 0.238 -0.212 0.067 0.272
H 10.70662 4.87295 9.02862 -0.267 -0.259 0.095 0.101
H 10.92272 3.10849 8.77698 -0.105 0.067 -0.069 0.390
H 13.32508 3.54529 9.77776 0.009 -0.426 0.161 -0.908
H 12.73652 5.09844 10.18854 -0.006 0.011 0.307 -1.301
H 11.43903 1.88143 12.48290 -0.156 0.221 0.047 0.492
H 10.59116 2.06863 10.90270 -0.193 -0.517 0.366 0.339
H 12.49756 1.32026 9.69076 0.102 -0.024 -0.016 0.014
H 13.58645 1.64509 11.06868 0.020 -0.078 -0.013 0.144
H 12.45794 0.28063 11.13032 0.080 -0.055 -0.159 0.498
H 9.90709 4.26999 11.22796 -0.202 0.223 0.087 0.579
H 11.12463 5.51794 11.69258 0.006 -0.072 -0.555 -0.426
H 9.84048 5.08382 13.64695 -0.111 -0.048 -0.151 0.441
H 11.50209 4.58200 13.83212 0.060 -0.128 -0.063 0.228
H 10.23035 3.36576 13.61010 -0.017 0.043 -0.008 0.430
C 11.08830 7.99685 8.97800 0.629 -0.178 0.846 -0.933
C 11.28950 8.83131 10.24505 -0.279 -0.524 -0.120 0.714
N 10.30725 9.86944 10.45522 -0.335 0.545 0.135 0.072
C 10.04131 10.73179 9.30140 -0.036 -0.629 -0.267 -0.943
C 11.24600 11.53787 8.79527 -1.299 0.549 -0.237 -0.687
C 10.65683 10.66314 11.62768 -0.374 -0.310 0.273 -0.231
C 10.55924 9.86707 12.93351 -0.171 0.227 -0.085 -1.013
H 10.17062 7.41174 9.04282 -0.331 0.472 -0.302 0.224
H 11.86875 7.23011 8.99711 0.185 0.169 -0.307 -0.191
H 11.19247 8.60673 8.08462 -0.203 -0.258 -0.204 0.511
H 11.19771 8.11964 11.07342 0.082 0.188 0.172 0.128
H 12.31998 9.22875 10.29566 -0.083 0.014 -0.178 -0.559
H 9.61815 10.12119 8.49711 0.460 -0.252 -0.008 0.364
H 9.16599 11.35160 9.51070 0.336 0.355 0.438 0.520
H 10.96930 11.89204 7.79784 0.417 -0.156 -0.136 0.354
H 11.35887 12.46297 9.36399 0.253 -0.172 0.264 0.410
H 12.17597 10.97747 8.76161 -0.195 -0.102 -0.148 -0.098
H 9.94071 11.48272 11.71142 0.017 0.042 -0.206 0.552
H 11.65563 11.11747 11.52979 0.107 0.017 0.010 0.100
H 10.38528 10.57574 13.74473 0.200 -0.105 0.142 0.491
H 11.43822 9.26544 13.16490 -0.224 0.204 -0.143 -0.300
H 9.68539 9.21453 12.89690 0.015 -0.045 -0.056 0.354
C 18.57163 7.04130 8.73800 0.304 -0.363 0.136 -1.466
C 18.77793 5.94772 7.69088 0.248 1.441 -0.724 -0.224
N 18.70079 4.57878 8.16688 0.217 -0.505 0.581 2.526
C 18.66958 3.69313 6.98721 0.277 -0.712 -1.025 0.189
C 19.92681 3.66705 6.09107 -0.448 0.908 0.314 -1.489
C 19.79753 4.26208 9.11124 0.276 -0.676 0.112 -0.993
C 19.66376 2.85198 9.69748 -0.120 0.246 -0.090 -0.939
H 19.47825 7.26258 9.30139 -0.081 -0.174 0.182 0.524
H 17.76483 6.76344 9.42420 -0.055 0.320 0.169 -0.030
H 18.27922 7.98115 8.27298 -0.151 -0.096 -0.113 0.406
H 18.02679 6.10261 6.91321 -0.171 -0.336 0.122 -0.434
H 19.72997 6.12464 7.17507 0.081 -0.026 0.182 0.613
H 18.48467 2.64304 7.21485 -0.209 0.213 0.654 -0.332
H 17.80976 4.00976 6.39434 0.019 0.073 0.001 -0.411
H 19.78034 2.94911 5.28803 0.070 -0.164 0.099 0.492
H 20.07194 4.63974 5.61844 0.143 -0.056 -0.057 0.255
H 20.82049 3.43710 6.66826 0.065 -0.222 -0.153 0.297
H 19.80570 4.96562 9.94633 -0.130 0.256 -0.170 0.392
H 20.78327 4.33634 8.64470 -0.056 0.219 -0.192 0.384
H 20.56682 2.55677 10.22841 0.015 0.138 0.054 0.539
H 19.48788 2.11249 8.91985 -0.041 -0.060 0.063 0.149
H 18.84409 2.80551 10.42417 -0.041 -0.158 -0.004 0.172
```
Positions in Å, forces in eV/Å.

Results
lowest unoccupied orbital energy	-3.49	eV
net charge	+1
strongest force on any atom	1.9	eV/Å
HOMO level	-9.67	eV
E	-3041.1025	Eh
relative energy (zero: lowest compared OMol25 entry of this formula, charge and spin)	9.7	kcal per mole
gap between HOMO and LUMO	0.22730	Eh
multiplicity	1